# 1
Below is a 13-piece molecular cluster, C36H105N7O15 overall in a non-equilibrium geometry, with properties calculated with wB97M-V/def2-TZVPD.

Element x y z (Å)
C -1.593 1.049 -3.688
C -0.146 1.067 -4.105
O 0.802 1.612 -3.149
O -1.874 0.184 -2.613
H -2.143 0.567 -4.513
H -1.977 2.071 -3.479
H -0.018 1.720 -4.946
H 0.202 0.055 -4.274
H 0.986 0.941 -2.456
H -2.243 0.678 -1.884
C 1.481 -0.268 -0.079
C -0.025 -0.530 -0.056
O -0.254 -1.854 -0.430
O 1.932 -0.331 -1.403
H 2.062 -1.049 0.424
H 1.685 0.744 0.408
H -0.548 0.209 -0.706
H -0.404 -0.397 0.929
H 0.262 -1.929 -1.254
H 2.911 -0.243 -1.393
C 6.565 0.916 1.449
C 5.461 1.965 1.329
C 5.805 2.901 0.201
O 5.594 2.241 -1.049
C 6.002 2.945 -2.176
N 4.188 1.254 1.140
H 7.511 1.452 1.492
H 6.624 0.198 0.685
H 6.519 0.385 2.414
H 5.391 2.676 2.175
H 6.851 3.191 0.294
H 5.191 3.879 0.179
H 7.059 2.765 -2.396
H 5.711 4.014 -2.144
H 5.451 2.567 -2.980
H 4.160 0.549 0.398
H 3.423 1.906 1.206
C -2.275 1.847 2.694
C -0.812 2.124 3.078
C -0.853 3.444 3.880
O -1.321 4.505 3.077
C -2.246 5.459 3.676
N -0.181 1.134 3.899
H -2.944 1.822 3.562
H -2.415 0.851 2.309
H -2.692 2.557 1.972
H -0.217 2.315 2.131
H 0.155 3.716 4.279
H -1.532 3.267 4.724
H -2.335 6.254 2.923
H -1.813 5.831 4.593
H -3.270 4.987 3.866
H -0.808 0.429 4.320
H 0.619 0.669 3.543
C 3.924 -4.372 -0.354
C 3.480 -5.660 -0.973
C 1.990 -5.884 -0.712
O 1.511 -7.201 -1.007
C 1.896 -8.058 0.117
N 3.644 -5.631 -2.401
H 3.130 -3.672 -0.159
H 4.624 -3.832 -0.961
H 4.490 -4.483 0.608
H 3.984 -6.554 -0.495
H 1.400 -5.233 -1.358
H 1.648 -5.569 0.307
H 1.182 -8.789 0.265
H 2.015 -7.568 1.054
H 2.854 -8.539 -0.074
H 3.425 -6.590 -2.774
H 4.582 -5.401 -2.649
C -3.245 -4.825 -1.799
C -2.686 -3.479 -2.190
C -1.345 -3.658 -2.830
O -1.525 -4.262 -4.054
C -0.464 -4.270 -4.991
N -3.568 -2.533 -2.882
H -4.036 -4.729 -1.056
H -2.428 -5.313 -1.217
H -3.445 -5.534 -2.599
H -2.417 -2.975 -1.189
H -0.598 -4.186 -2.258
H -1.043 -2.651 -3.083
H 0.106 -5.163 -4.693
H 0.212 -3.373 -4.933
H -1.020 -4.310 -5.935
H -3.925 -2.922 -3.750
H -3.121 -1.648 -3.036
C -0.401 4.031 -0.666
C 0.964 4.594 -1.027
C 2.038 3.806 -0.338
O 1.922 3.604 1.080
C 2.074 4.819 1.746
N 1.248 4.571 -2.500
H -1.193 4.689 -0.999
H -0.512 3.804 0.442
H -0.449 3.127 -1.199
H 1.129 5.641 -0.652
H 2.963 4.264 -0.558
H 2.061 2.802 -0.726
H 3.078 5.274 1.613
H 1.991 4.625 2.803
H 1.351 5.586 1.502
H 1.330 3.622 -2.896
H 2.072 5.126 -2.620
C -5.181 -1.153 2.420
C -4.956 -1.634 0.928
C -5.762 -2.870 0.552
O -5.399 -3.996 1.403
C -5.951 -5.201 0.833
N -5.122 -0.598 -0.002
H -6.225 -0.787 2.473
H -4.545 -0.313 2.604
H -4.955 -1.983 3.064
H -3.888 -1.947 0.933
H -5.527 -3.130 -0.472
H -6.862 -2.714 0.616
H -5.948 -5.245 -0.297
H -6.972 -5.367 1.135
H -5.422 -6.037 1.211
H -4.626 -0.721 -0.824
H -6.105 -0.517 -0.228
C -4.622 2.823 -2.705
C -3.521 3.251 -1.698
C -3.927 4.397 -0.847
O -4.182 5.467 -1.755
C -4.456 6.693 -1.096
N -3.153 2.047 -0.886
H -5.203 1.995 -2.225
H -4.156 2.277 -3.517
H -5.464 3.508 -3.101
H -2.681 3.583 -2.255
H -3.048 4.651 -0.228
H -4.847 4.201 -0.152
H -5.469 6.701 -0.686
H -4.301 7.564 -1.730
H -3.773 6.832 -0.288
H -2.521 2.357 -0.206
H -3.990 1.678 -0.482
C 2.439 -2.846 3.078
O 3.588 -2.175 2.616
H 1.659 -3.040 2.369
H 2.794 -3.784 3.496
H 1.951 -2.234 3.963
H 3.547 -1.290 3.000
C 4.812 -0.541 -2.975
O 4.693 -0.352 -1.600
H 5.569 0.146 -3.419
H 5.100 -1.578 -3.227
H 3.865 -0.378 -3.432
H 5.050 0.533 -1.372
C -2.083 -2.399 4.516
O -2.286 -1.012 4.507
H -2.887 -2.847 3.963
H -1.166 -2.664 3.968
H -1.963 -2.595 5.602
H -2.213 -0.565 3.695
C 3.179 1.390 4.622
O 3.257 0.427 3.593
H 4.018 1.137 5.316
H 3.316 2.438 4.304
H 2.284 1.259 5.179
H 3.674 0.727 2.729

Output
Highest occupied orbital energy, eV: -8.6
Multiplicity: 1

# 2
Below is a 13-piece molecular cluster, C36H106N8O15 overall in a non-equilibrium geometry, with properties calculated with wB97M-V/def2-TZVPD.

Element x y z (Å)
O 0.680 2.301 1.602
H 1.597 2.140 1.768
H 0.551 1.717 0.906
O -1.423 0.007 -3.727
H -1.131 0.858 -3.331
H -0.669 -0.281 -4.238
O 3.056 -3.650 -1.663
H 2.621 -3.505 -2.539
H 3.013 -4.618 -1.505
C 1.515 -2.512 2.081
C 2.524 -1.444 1.585
C 3.965 -1.588 2.019
O 4.118 -1.209 3.447
C 5.368 -1.704 3.903
N 2.374 -1.483 0.127
H 0.503 -2.105 1.952
H 1.510 -2.878 3.124
H 1.635 -3.384 1.429
H 2.233 -0.501 1.978
H 4.502 -0.816 1.369
H 4.408 -2.611 1.863
H 5.373 -1.568 4.983
H 6.225 -1.236 3.369
H 5.349 -2.793 3.663
H 2.701 -2.362 -0.286
H 3.061 -0.789 -0.316
C 5.311 0.853 -2.893
C 4.642 1.832 -1.941
C 4.540 3.216 -2.586
O 5.841 3.743 -2.771
C 5.927 5.008 -3.396
N 3.333 1.289 -1.465
H 5.382 -0.187 -2.524
H 6.261 1.311 -3.206
H 4.533 0.770 -3.701
H 5.338 1.867 -1.094
H 3.978 3.822 -1.902
H 4.002 3.173 -3.530
H 5.449 5.017 -4.421
H 6.964 5.097 -3.317
H 5.444 5.787 -2.724
H 2.999 2.039 -0.738
H 2.601 1.353 -2.187
C -4.240 -3.366 1.237
C -3.681 -2.200 2.112
C -4.531 -1.625 3.271
O -5.763 -1.360 2.714
C -6.836 -1.153 3.681
N -2.389 -2.592 2.661
H -5.248 -3.293 0.874
H -4.201 -4.236 1.899
H -3.575 -3.472 0.413
H -3.573 -1.358 1.430
H -3.983 -0.820 3.837
H -4.700 -2.408 4.053
H -6.555 -0.281 4.288
H -6.954 -2.035 4.346
H -7.828 -1.013 3.245
H -2.031 -1.851 3.312
H -1.799 -2.628 1.868
C 3.768 -2.215 -4.817
C 2.451 -1.502 -4.373
C 2.083 -0.503 -5.547
O 0.753 -0.191 -5.405
C 0.262 0.649 -6.451
N 1.378 -2.435 -4.099
H 3.547 -2.808 -5.757
H 4.261 -2.865 -4.106
H 4.442 -1.301 -5.058
H 2.512 -0.820 -3.550
H 2.283 -0.958 -6.531
H 2.753 0.339 -5.487
H 0.504 1.695 -6.252
H -0.881 0.520 -6.393
H 0.637 0.409 -7.447
H 1.230 -3.008 -4.909
H 0.465 -2.075 -3.751
C 4.722 2.532 4.251
C 3.425 2.935 3.496
C 3.368 4.425 3.188
O 3.264 5.238 4.341
C 1.965 5.026 4.921
N 3.394 2.135 2.269
H 5.493 2.602 3.488
H 4.785 1.562 4.689
H 4.881 3.246 5.081
H 2.560 2.713 4.097
H 2.505 4.610 2.557
H 4.216 4.700 2.548
H 1.786 5.891 5.558
H 1.971 4.108 5.437
H 1.118 4.935 4.145
H 3.953 2.634 1.584
H 3.800 1.220 2.353
C -6.876 1.111 -0.669
C -6.015 2.347 -0.901
C -5.598 2.314 -2.383
O -4.667 1.238 -2.609
C -4.514 0.837 -3.970
N -6.757 3.583 -0.634
H -7.815 1.177 -1.190
H -7.075 0.951 0.414
H -6.272 0.294 -1.043
H -5.106 2.205 -0.283
H -5.075 3.239 -2.607
H -6.451 2.197 -3.093
H -3.451 0.470 -4.063
H -4.599 1.711 -4.650
H -5.299 0.111 -4.206
H -7.408 3.540 0.117
H -6.146 4.398 -0.524
C 1.636 -8.371 -0.908
C 1.587 -6.876 -1.155
C 0.323 -6.200 -0.558
O 0.292 -6.277 0.811
C -0.796 -5.500 1.369
N 2.809 -6.212 -0.704
H 0.691 -8.955 -1.101
H 1.904 -8.494 0.154
H 2.388 -8.797 -1.507
H 1.402 -6.666 -2.176
H -0.497 -6.714 -1.057
H 0.269 -5.157 -0.912
H -1.669 -6.153 1.392
H -1.001 -4.558 0.738
H -0.565 -5.203 2.393
H 2.620 -5.912 0.246
H 3.667 -6.877 -0.673
C -4.579 2.051 3.437
C -3.201 2.766 3.406
C -2.148 1.964 2.613
O -1.896 0.773 3.273
C -0.968 0.872 4.303
N -3.348 3.890 2.452
H -5.340 2.822 3.793
H -4.465 1.282 4.191
H -4.987 1.546 2.538
H -2.907 3.148 4.447
H -1.307 2.635 2.378
H -2.683 1.673 1.698
H -0.536 -0.119 4.348
H -1.387 1.061 5.274
H -0.234 1.643 4.026
H -2.450 4.379 2.521
H -4.040 4.556 2.712
C -0.890 -0.333 -0.085
C -0.998 -1.774 -0.574
O -0.781 -2.108 -1.959
O 0.292 0.278 -0.575
H -0.953 -0.401 1.026
H -1.697 0.358 -0.477
H -1.940 -2.148 -0.237
H -0.242 -2.291 -0.014
H -1.262 -1.395 -2.351
H 1.062 -0.267 -0.304
C -1.901 4.041 -0.781
C -1.927 3.712 -2.262
O -2.113 2.341 -2.582
O -3.286 3.994 -0.497
H -1.487 5.045 -0.662
H -1.326 3.274 -0.213
H -0.950 3.971 -2.725
H -2.651 4.367 -2.807
H -2.979 1.944 -2.320
H -3.404 3.926 0.457

Output
Highest occupied orbital energy, eV: -8.8
Multiplicity: 1

# 3
Below is a 14-piece molecular cluster, C36H107N7O18 overall in a non-equilibrium geometry, with properties calculated with wB97M-V/def2-TZVPD.

Element x y z (Å)
C -0.684 -4.373 6.344
C -0.003 -3.093 5.877
C -0.744 -2.628 4.573
O -0.955 -3.542 3.546
C 0.180 -3.915 2.848
N -0.179 -2.003 6.810
H -0.254 -4.744 7.304
H -0.465 -5.145 5.564
H -1.764 -4.212 6.383
H 1.040 -3.390 5.743
H -0.071 -1.790 4.242
H -1.711 -2.296 4.914
H 1.117 -4.046 3.393
H 0.371 -3.165 2.083
H -0.099 -4.782 2.280
H 0.417 -2.061 7.604
H 0.141 -1.226 6.311
C -2.029 -1.918 0.733
C -2.568 -1.166 -0.527
C -3.161 -2.180 -1.446
O -3.477 -1.589 -2.706
C -4.021 -2.561 -3.546
N -3.482 -0.077 -0.156
H -1.099 -2.447 0.449
H -2.713 -2.639 1.146
H -1.781 -1.129 1.496
H -1.729 -0.673 -1.090
H -4.045 -2.696 -1.085
H -2.385 -2.960 -1.600
H -3.321 -3.346 -3.786
H -4.331 -2.051 -4.524
H -4.896 -3.041 -3.086
H -4.250 -0.365 0.489
H -3.935 0.314 -0.976
C -0.101 4.356 5.478
C -0.570 3.981 4.074
C -1.651 4.857 3.618
O -2.182 4.286 2.367
C -3.161 5.106 1.724
N 0.675 3.992 3.229
H -0.839 4.081 6.214
H 0.188 5.419 5.479
H 0.816 3.875 5.668
H -0.813 2.944 4.159
H -1.340 5.886 3.496
H -2.504 4.781 4.321
H -4.073 5.086 2.286
H -3.248 4.635 0.719
H -2.796 6.111 1.596
H 0.982 4.956 2.995
H 0.563 3.450 2.388
C -3.377 2.723 -3.766
C -2.463 1.801 -4.612
C -1.141 1.698 -3.913
O -0.160 1.068 -4.704
C 1.208 1.221 -4.316
N -3.122 0.471 -4.886
H -3.073 3.752 -3.714
H -3.394 2.374 -2.735
H -4.319 2.758 -4.296
H -2.289 2.256 -5.589
H -1.218 1.092 -2.973
H -0.815 2.745 -3.616
H 1.468 0.534 -3.490
H 1.404 2.269 -4.031
H 1.739 0.979 -5.254
H -3.101 -0.156 -4.085
H -2.690 -0.031 -5.664
C 0.978 -5.145 -2.427
C 1.927 -4.174 -1.729
C 2.588 -3.223 -2.715
O 3.549 -2.409 -2.110
C 4.292 -1.594 -3.035
N 1.247 -3.337 -0.790
H 1.561 -5.803 -3.155
H 0.351 -4.530 -3.092
H 0.454 -5.767 -1.739
H 2.817 -4.740 -1.364
H 1.770 -2.600 -3.094
H 3.027 -3.798 -3.522
H 4.461 -0.622 -2.655
H 3.705 -1.457 -3.985
H 5.223 -2.105 -3.298
H 0.381 -3.664 -0.383
H 1.834 -2.766 -0.240
C -6.805 -2.424 1.284
C -6.019 -2.776 2.596
C -5.635 -1.585 3.377
O -4.757 -0.762 2.607
C -3.806 0.025 3.350
N -6.804 -3.742 3.385
H -7.234 -3.294 0.775
H -6.219 -1.908 0.529
H -7.724 -1.853 1.566
H -5.010 -3.191 2.331
H -5.024 -1.928 4.201
H -6.515 -1.039 3.751
H -3.268 -0.655 4.029
H -4.300 0.834 3.858
H -3.117 0.311 2.592
H -6.182 -4.089 4.125
H -7.561 -3.202 3.810
C 4.480 2.247 -3.787
C 5.074 3.558 -3.307
C 6.226 3.180 -2.261
O 5.849 2.408 -1.169
C 4.795 2.972 -0.342
N 5.649 4.358 -4.374
H 3.583 1.888 -3.241
H 5.303 1.521 -3.793
H 4.151 2.470 -4.813
H 4.328 4.104 -2.662
H 6.684 4.097 -1.861
H 7.133 2.683 -2.768
H 5.091 3.939 0.017
H 4.822 2.252 0.414
H 3.786 3.033 -0.822
H 5.792 5.309 -4.092
H 5.082 4.392 -5.213
C 0.042 -2.507 -5.989
C -0.392 -3.905 -6.379
O -0.921 -4.677 -5.245
O -0.976 -1.827 -5.331
H 0.202 -1.907 -6.954
H 1.033 -2.481 -5.486
H 0.328 -4.531 -6.876
H -1.135 -3.800 -7.176
H -1.465 -4.039 -4.746
H -0.687 -1.005 -4.913
C 0.381 5.032 -1.161
C 1.688 4.690 -0.465
O 2.447 5.788 -0.026
O 0.762 5.841 -2.263
H -0.347 5.635 -0.620
H -0.145 4.165 -1.575
H 2.269 4.265 -1.255
H 1.550 4.034 0.423
H 2.678 6.317 -0.829
H 0.544 6.740 -2.061
C 1.191 0.450 -0.391
C 1.575 0.482 1.062
O 0.578 0.143 2.033
O 0.449 1.535 -0.799
H 0.630 -0.457 -0.666
H 2.105 0.490 -0.993
H 1.905 1.503 1.291
H 2.260 -0.377 1.298
H -0.205 0.689 1.772
H -0.365 1.477 -0.253
C 4.658 -1.459 2.330
C 4.905 -1.661 0.875
O 4.917 -3.095 0.660
O 3.432 -2.208 2.700
H 4.575 -0.427 2.686
H 5.466 -2.003 2.846
H 5.797 -1.175 0.498
H 4.027 -1.115 0.374
H 4.556 -3.181 -0.207
H 3.441 -3.060 2.245
O -1.770 1.851 1.202
H -2.591 1.339 0.942
H -1.840 2.763 1.578
O 2.455 -1.081 5.579
H 2.659 -1.571 4.815
H 2.629 -0.174 5.366
O 1.850 1.327 4.081
H 1.242 1.054 3.381
H 1.882 2.291 4.094

Output
Highest occupied orbital energy, eV: -8.7
Multiplicity: 1
Energy relative to the best compared isomer or geometry (same formula, charge and spin), kJ/mol: 57.41

- Look up the highest occupied orbital energy of the first one.
  -8.6 eV

- What is the multiplicity in the third record?
  1